DFT (ωB97M-V with the def2-TZVPD basis set) results for a cluster of 11 separate species, C39H78N5O22P5S in total in a non-equilibrium geometry.

Properties
E, Eh: -5567.16775
Gap between HOMO and LUMO, Ha: 0.2939
F_max, Eh/bohr: 0.0474
Charge: 0

Cartesian coordinates (Å):
C 5.011 0.890 -2.176
C 5.760 2.116 -2.698
C 4.750 2.948 -3.514
S 3.357 1.841 -4.006
O 3.346 1.611 -5.436
O 2.184 2.220 -3.218
C 4.042 0.366 -3.233
H 4.405 0.948 -1.265
H 5.654 0.027 -1.989
H 6.416 1.693 -3.463
H 6.311 2.603 -1.901
H 5.127 3.344 -4.453
H 4.244 3.698 -2.904
H 4.692 -0.134 -3.953
H 3.226 -0.275 -2.913
C -1.164 -5.135 3.160
O -1.486 -3.740 3.195
P -0.642 -2.736 4.166
O 0.747 -3.075 4.431
O -0.785 -1.291 3.464
C 0.222 -0.268 3.571
O -1.557 -2.743 5.477
C -2.984 -2.621 5.292
H -2.117 -5.631 3.351
H -0.449 -5.312 3.965
H -0.774 -5.469 2.199
H -0.255 0.600 4.019
H 0.517 0.078 2.582
H 1.063 -0.620 4.164
H -3.145 -1.866 4.518
H -3.383 -2.268 6.239
H -3.365 -3.579 4.946
C -0.568 -0.444 -7.314
O -1.277 -0.840 -6.117
P -1.321 -2.368 -5.643
O -2.588 -3.058 -5.960
O -0.950 -2.268 -4.101
C 0.364 -1.818 -3.739
O -0.008 -2.942 -6.359
C 0.378 -4.307 -6.429
H -1.117 0.331 -7.845
H -0.496 -1.220 -8.077
H 0.447 -0.156 -7.052
H 0.956 -1.356 -4.527
H 0.930 -2.612 -3.252
H 0.181 -1.061 -2.974
H -0.166 -4.814 -5.626
H 1.448 -4.454 -6.318
H 0.013 -4.782 -7.340
C -2.606 2.359 -5.669
O -2.537 1.858 -4.328
P -3.801 2.108 -3.364
O -5.098 2.280 -4.037
O -3.332 3.303 -2.396
C -3.543 4.631 -2.838
O -3.799 0.791 -2.474
C -3.371 -0.486 -2.965
H -1.653 2.851 -5.879
H -3.329 3.160 -5.820
H -2.765 1.469 -6.275
H -4.174 4.831 -3.705
H -2.557 5.082 -2.975
H -4.073 5.107 -2.009
H -3.122 -1.023 -2.051
H -2.454 -0.459 -3.548
H -4.155 -0.986 -3.531
C -3.888 2.123 0.792
O -5.147 2.745 0.944
P -6.465 2.288 0.140
O -6.651 2.871 -1.187
O -7.605 2.725 1.177
C -7.404 2.459 2.559
O -6.434 0.704 0.261
C -7.188 -0.125 -0.612
H -3.822 1.035 0.749
H -3.302 2.431 1.657
H -3.458 2.398 -0.175
H -7.567 3.250 3.289
H -6.411 2.095 2.833
H -8.032 1.577 2.720
H -8.225 -0.182 -0.264
H -6.877 -1.168 -0.593
H -7.211 0.295 -1.617
C 7.099 -5.372 3.128
O 6.151 -4.373 2.866
P 4.669 -4.812 2.481
O 4.575 -6.057 1.715
O 3.929 -4.889 3.924
C 3.320 -6.104 4.382
O 4.060 -3.531 1.749
C 2.633 -3.402 1.657
H 7.165 -5.556 4.203
H 8.054 -5.154 2.651
H 6.841 -6.358 2.728
H 2.902 -6.521 3.467
H 2.639 -5.926 5.211
H 4.012 -6.833 4.813
H 2.116 -4.065 2.346
H 2.330 -3.570 0.622
H 2.223 -2.405 1.830
N 1.603 4.063 2.226
C 0.907 2.955 1.762
C -0.101 2.709 2.689
C -0.055 3.710 3.721
C 1.008 4.510 3.355
H 2.392 4.460 1.740
H 1.240 2.438 0.878
H -0.877 2.000 2.448
H -0.700 3.889 4.563
H 1.315 5.465 3.754
N 4.225 3.565 0.735
C 4.457 4.812 1.195
C 3.665 5.716 0.517
C 2.867 4.893 -0.331
C 3.175 3.560 -0.133
H 4.716 2.754 1.078
H 5.236 4.977 1.923
H 3.625 6.783 0.642
H 2.040 5.240 -0.935
H 2.682 2.703 -0.560
N -4.482 -0.445 4.132
C -3.751 -0.501 2.982
C -4.527 -1.152 2.052
C -5.824 -1.350 2.611
C -5.656 -1.105 3.967
H -4.238 -0.102 5.045
H -2.740 -0.154 2.853
H -4.103 -1.250 1.062
H -6.624 -1.827 2.070
H -6.422 -1.167 4.724
N 4.663 -0.562 1.661
C 5.749 0.012 2.288
C 5.285 1.215 2.749
C 3.872 1.282 2.657
C 3.531 0.112 1.965
H 4.560 -1.420 1.143
H 6.721 -0.433 2.167
H 5.946 1.991 3.112
H 3.131 2.005 2.954
H 2.583 -0.200 1.560
N 0.539 0.997 -1.553
C 1.211 0.049 -0.782
C 0.343 -0.344 0.209
C -0.864 0.344 0.048
C -0.747 1.117 -1.097
H 1.058 1.532 -2.278
H 2.203 -0.237 -1.084
H 0.541 -1.066 0.988
H -1.751 0.282 0.658
H -1.483 1.659 -1.664

Atomic forces in eV per Å
C -1.1 -1.6 1.0
C -1.0 -1.1 -1.1
C -0.9 0.2 0.4
S 1.4 -1.0 0.6
O -0.7 0.7 0.6
O 0.8 0.4 -1.3
C 0.8 0.6 -0.7
H 0.4 0.9 0.2
H 0.4 0.4 0.2
H 0.6 0.2 0.3
H -0.1 0.4 -0.2
H 0.1 0.2 0.2
H 0.2 0.2 -0.1
H -0.6 0.0 -0.5
H 0.1 0.0 0.1
C -0.3 0.2 0.8
O 0.9 1.7 -0.2
P -1.1 0.2 -0.6
O 0.6 -0.5 0.2
O -0.6 -1.5 0.0
C -0.1 0.2 0.4
O 0.7 0.2 -0.3
C 0.8 0.3 -0.6
H 0.2 -0.3 0.0
H 0.0 -0.5 -0.2
H 0.1 0.4 0.0
H 0.1 -0.1 0.4
H 0.1 -0.4 0.1
H 0.1 0.1 -0.1
H 0.0 -0.8 0.5
H -0.2 -0.3 0.0
H -0.3 0.0 0.3
C -0.1 -0.3 -0.5
O 0.5 -0.3 -0.5
P -0.6 -0.2 -1.0
O 1.2 0.4 0.7
O 0.1 -0.5 -0.7
C -0.2 0.7 1.2
O 0.3 0.7 -0.2
C -1.4 -0.8 0.7
H 0.0 0.4 0.6
H -0.1 -0.4 0.4
H 0.0 0.3 0.0
H -0.3 -0.2 -0.3
H -0.1 -0.3 -0.3
H 0.2 0.0 -0.1
H 0.4 -0.3 0.1
H 0.0 0.4 0.0
H 0.2 0.3 -0.2
C 0.7 0.1 0.0
O -0.6 0.6 0.6
P -1.1 -0.8 -0.6
O 0.9 0.5 -0.1
O -0.4 -1.9 -0.7
C -0.1 1.4 0.9
O 0.7 1.1 0.2
C 0.4 -0.3 0.6
H 0.2 -0.5 -0.1
H -0.5 -0.5 0.1
H -0.1 0.4 -0.5
H 0.1 -0.9 -0.2
H -0.1 0.1 0.0
H 0.3 0.2 -0.1
H -0.2 -0.3 -0.1
H -0.1 0.4 -0.1
H -0.1 0.1 0.0
C 1.1 -0.2 -0.7
O -1.2 -0.9 -0.3
P 0.2 0.7 0.6
O 0.0 -0.4 0.3
O 0.8 1.0 -0.2
C 0.1 -2.1 0.7
O 0.6 -0.1 0.0
C -1.3 0.1 -0.2
H -1.0 0.0 0.3
H 0.2 0.2 -0.3
H 0.3 0.6 0.3
H -0.7 0.5 -0.7
H 0.2 0.1 -0.6
H -0.3 0.4 0.7
H 0.0 0.3 0.1
H 0.8 0.3 0.0
H 0.3 -0.2 -0.1
C 0.6 -1.8 0.3
O -1.1 1.0 -0.9
P -0.5 -0.6 1.1
O -0.1 0.1 0.0
O 0.7 0.6 -0.4
C 0.2 -0.5 -0.6
O 0.4 0.3 0.8
C -0.9 -0.2 -0.7
H 0.4 0.5 0.0
H 0.0 0.5 0.4
H -0.5 0.3 -0.3
H -0.6 -0.5 0.6
H -0.4 0.6 -0.5
H 0.5 0.3 -0.4
H 0.0 -0.1 0.0
H 0.2 -0.6 0.0
H 0.9 0.2 0.7
N -1.0 -1.3 -0.4
C -0.1 0.6 1.5
C -0.1 0.4 -0.9
C 0.8 -0.2 -1.4
C 0.1 0.9 0.6
H -0.3 0.3 0.4
H -0.4 -0.1 0.1
H 0.0 -0.1 0.4
H -0.1 -0.1 0.0
H 0.1 -0.2 0.3
N -0.1 -0.8 0.2
C 1.1 0.9 0.0
C -0.1 -1.2 -0.1
C -0.8 0.3 -0.4
C 0.5 1.4 -0.8
H -0.2 -0.1 0.1
H 0.0 0.0 0.0
H 0.0 0.0 0.0
H 0.1 0.0 -0.1
H 0.4 -0.2 0.1
N -0.3 0.3 0.8
C -0.4 -0.3 -0.4
C 0.5 1.4 -0.1
C 1.6 -1.5 0.3
C -1.8 0.8 -1.4
H 0.5 0.2 -0.2
H -0.1 0.1 0.4
H -0.6 -0.3 -0.2
H -0.2 0.0 0.4
H 0.2 0.1 0.2
N -0.6 -0.8 0.5
C -0.7 0.0 -1.8
C 0.8 0.8 1.3
C -0.3 -1.9 -1.1
C -0.1 1.6 0.1
H 0.8 -0.3 0.4
H 0.1 0.2 0.1
H -0.1 -0.1 0.4
H 0.3 0.3 0.2
H 0.0 0.0 0.2
N 0.5 -0.8 0.2
C -0.9 1.2 -0.5
C 0.8 -0.7 0.3
C -0.7 0.5 -1.0
C 0.6 0.0 0.3
H -1.1 -0.5 0.5
H 0.1 -0.1 0.4
H 0.0 -0.1 -0.2
H 0.0 -0.2 0.0
H 0.1 0.4 0.3